[1]
ORCA calculation (ωB97M-V with the def2-TZVPD basis set) on a 3-piece molecular cluster, C2H6N4O2 overall.

Structure (XYZ):
```
14
Properties=species:S:1:pos:R:3:forces:R:3
O 0.68991 -0.41615 -1.48652 -2.81 -4.45 1.26
O -1.30658 -0.58031 -0.47770 -1.88 -7.60 -0.61
N -0.20995 -2.59679 -0.77086 2.00 -6.53 4.17
N -1.51372 0.70429 -0.15769 3.16 3.09 -1.90
N 1.09829 2.38199 0.19654 -0.43 -2.85 -0.10
N 0.44848 1.51017 1.18862 0.95 1.92 -0.97
C -0.61489 0.85868 0.97005 0.10 1.51 3.56
C -0.18291 -1.23764 -0.98419 3.77 6.71 1.00
H -1.14659 1.18562 -1.08018 -0.59 -0.04 2.63
H 1.39435 1.63093 -0.54666 0.14 2.38 1.54
H 0.81734 -3.57079 -0.42409 -2.74 4.67 -2.29
H 1.84087 2.85866 0.77003 -0.59 -1.26 -1.41
H -0.44851 -3.33862 0.68092 -0.27 3.15 -3.66
H -0.86609 0.60996 2.12175 -0.81 -0.70 -3.23
```
Forces are in eV/Å.

LUMO energy   -0.0807 hartree
Orbital gap   6.84 eV
Energy above the lowest of the compared OMol25 structures with the same formula, charge and spin   1027.3 kJ/mol
HOMO   -9.035 eV
M   118.10 g/mol
E_tot   -448.92990 a.u.


[2]
ORCA calculation (ωB97M-V with the def2-TZVPD basis set) on C2H6N4O2 in the gas phase.

Structure (XYZ):
```
14
Properties=species:S:1:pos:R:3:forces:R:3
O 2.64879 1.06016 -0.09946 -2.33 -1.12 -2.65
O 1.67701 0.66986 -2.26749 0.60 -0.53 3.87
N -1.78941 -0.52843 -0.37272 -1.34 0.60 -0.56
N -0.43328 -0.44700 1.86075 1.50 -2.27 1.47
N -0.49420 -0.42435 -0.95694 1.08 2.16 1.72
N 0.20603 0.61419 1.07452 -1.49 -1.95 1.22
C 1.73257 0.64860 -0.82270 1.61 1.28 -0.76
C 0.43181 0.22761 -0.20848 -2.67 -1.87 -2.09
H -1.38642 -0.80353 1.60910 1.55 1.24 -0.45
H -2.51369 -1.00578 -1.00250 1.99 1.27 0.88
H -2.20568 0.38278 0.05592 1.31 -1.91 -1.19
H 0.90849 0.07921 -2.37810 -0.24 0.19 -0.62
H 0.20236 -1.35277 1.88425 -1.56 2.52 -0.39
H 1.01562 0.87945 1.62386 -0.02 0.38 -0.47
```
Forces are in eV/Å.

LUMO energy   -0.0055 hartree
Orbital gap   8.80 eV
Energy above the lowest of the compared OMol25 structures with the same formula, charge and spin   267.7 kJ/mol
HOMO   -8.945 eV
M   118.10 g/mol
E_tot   -449.21921 a.u.
SMILES   N/N=C(\NN)C(=O)O


[3]
ORCA calculation (ωB97M-V with the def2-TZVPD basis set) on C2H6N4OS in the gas phase.

Structure (XYZ):
```
14
Properties=species:S:1:pos:R:3:forces:R:3
S -0.42344 0.82402 -0.28172 0.31 0.27 0.14
O -1.00416 -1.48911 0.91623 -0.10 0.96 0.31
N 0.62268 1.33440 2.38530 -0.18 0.15 -0.60
N 1.33668 -0.63564 -2.59159 -0.84 0.09 0.58
N -0.83273 -0.11750 -1.59057 0.93 -0.15 -0.84
N -0.11549 0.14903 2.23910 0.21 0.29 0.24
C 0.06616 -0.66556 -2.55998 0.20 0.04 0.39
C -0.59244 -0.35668 1.08845 0.73 -1.02 -1.20
H 1.47223 1.33695 1.79958 -0.68 -0.14 0.29
H 1.71830 -0.24671 -1.71224 -0.22 0.02 -0.50
H -0.50034 -1.13535 -3.39279 0.38 0.34 0.57
H -0.11172 -0.45113 3.03078 -0.05 -0.43 0.54
H 0.01499 2.10226 2.10800 0.36 0.09 0.17
H -1.65071 -0.64899 -1.43855 -1.05 -0.51 -0.10
```
Forces are in eV/Å.

LUMO energy   0.0181 hartree
Orbital gap   9.83 eV
Energy above the lowest of the compared OMol25 structures with the same formula, charge and spin   191.3 kJ/mol
HOMO   -9.340 eV
M   134.16 g/mol
E_tot   -772.22539 a.u.
SMILES   [H]/N=C\NSC(=O)NN


[4]
ORCA calculation (ωB97M-V with the def2-TZVPD basis set) on C2H6N4S in the gas phase.

Structure (XYZ):
```
13
Properties=species:S:1:pos:R:3:forces:R:3
S 0.06049 -1.28633 -0.77391 0.11 0.93 0.97
N -1.38021 0.86276 -0.63690 -3.03 -0.24 -2.71
N 1.25817 1.01295 0.26032 -6.30 5.75 -0.97
N 2.45999 -0.81048 0.25842 3.83 -2.04 -0.04
N -2.09998 -0.98094 0.98754 2.15 2.87 -2.35
C 1.42898 -0.19073 0.01202 -0.27 -6.36 -2.09
C -1.38075 -0.47359 -0.01253 0.17 -1.11 1.22
H 2.68996 -1.70766 -0.20686 -0.93 0.79 0.84
H -1.58057 -1.65006 1.60647 -0.51 0.28 -1.66
H -2.31369 1.32479 -0.56126 0.88 -0.30 0.72
H 1.81695 1.55639 0.80886 2.11 1.18 1.53
H -1.24164 0.95119 -1.78249 -0.03 -1.27 3.96
H 0.28232 1.39169 0.04033 1.80 -0.49 0.59
```
Forces are in eV/Å.

LUMO energy   0.0183 hartree
Orbital gap   9.15 eV
Energy above the lowest of the compared OMol25 structures with the same formula, charge and spin   222.1 kJ/mol
HOMO   -8.654 eV
M   118.16 g/mol
E_tot   -696.94149 a.u.
SMILES   [H]/N=C(/N)S/C(N)=N\[H]


[5]
ORCA calculation (ωB97M-V with the def2-TZVPD basis set) on an isolated ion of composition C2H6NO and charge -1.

Structure (XYZ):
```
10
Properties=species:S:1:pos:R:3:forces:R:3
O 1.38891 -0.97828 -0.73015 -0.04 -0.33 -0.20
N 0.78379 0.09631 -0.17313 -0.86 -0.92 2.83
C -0.24163 0.61414 -1.06643 -0.06 0.17 0.04
C -0.01043 -0.44558 1.28301 0.81 1.67 -2.84
H 0.24268 0.70975 -2.04333 -0.09 0.04 0.09
H -0.61593 0.39496 1.63003 -0.03 0.01 0.16
H 0.77689 -0.68456 1.97576 0.34 -0.10 0.10
H -1.14194 -0.01533 -1.20066 0.06 -0.20 0.05
H -0.63271 -1.30411 1.05019 -0.04 -0.26 -0.24
H -0.54962 1.61270 -0.72529 -0.11 -0.09 0.01
```
Forces are in eV/Å.

LUMO energy   0.1787 hartree
Orbital gap   5.89 eV
Net charge   -1
Energy above the lowest of the compared OMol25 structures with the same formula, charge and spin   227.8 kJ/mol
HOMO   -1.031 eV
M   60.08 g/mol
E_tot   -209.69076 a.u.
SMILES   CN(C)[O-]


[6]
ORCA calculation (ωB97M-V with the def2-TZVPD basis set) on a 2-piece molecular cluster, C2H6NO2 overall.

Structure (XYZ):
```
11
Properties=species:S:1:pos:R:3:forces:R:3
O -0.52732 -1.34526 0.81080 2.66 0.11 -0.51
O 0.03103 1.97940 -1.93593 -1.78 -0.18 1.83
N -1.00336 1.34164 0.14952 -0.05 0.99 -2.15
C 0.89693 -1.53571 0.67770 0.68 -2.73 1.51
C -0.96944 1.76075 -1.14212 1.13 -1.01 -0.45
H 1.40257 -0.83544 0.02111 -0.25 0.18 -0.33
H -0.39937 -0.40397 0.59867 -2.51 0.66 -0.06
H 1.17455 -2.59491 0.37259 -0.60 1.10 -0.11
H -0.02171 1.31764 0.41027 0.58 0.37 0.24
H 1.40129 -1.47761 1.67993 -0.35 0.30 -0.52
H -1.98518 1.79348 -1.64255 0.50 0.22 0.56
```
Forces are in eV/Å.

LUMO energy   0.1484 hartree
Orbital gap   7.71 eV
Net charge   -1
Energy above the lowest of the compared OMol25 structures with the same formula, charge and spin   192.8 kJ/mol
HOMO   -3.670 eV
M   76.07 g/mol
E_tot   -285.03762 a.u.


[7]
ORCA calculation (ωB97M-V with the def2-TZVPD basis set) on a 2-piece molecular cluster, C2H6NO2 overall.

Structure (XYZ):
```
11
Properties=species:S:1:pos:R:3:forces:R:3
O -0.12488 1.36747 0.17782 3.03 0.26 -0.38
O 0.25904 -0.91639 1.60590 0.04 -0.07 -0.20
N 1.05462 -0.14003 1.06540 -0.07 -0.09 0.66
C 1.63072 -0.65293 -0.19538 -1.11 0.86 0.72
C -1.32772 1.01517 0.50851 -1.95 2.45 0.95
H 1.04449 -1.29589 -0.77879 -1.61 -1.39 -0.39
H -1.30962 0.11100 1.11606 -0.71 -0.88 0.10
H 1.67753 0.20635 -0.80460 1.26 1.10 -0.61
H -1.93168 1.04001 -0.38884 -1.15 -1.07 -0.53
H 2.47076 -1.21377 0.11557 1.53 -0.09 0.00
H -1.91432 1.84328 1.15536 0.74 -1.07 -0.32
```
Forces are in eV/Å.

LUMO energy   0.1701 hartree
Orbital gap   7.28 eV
Net charge   -1
Energy above the lowest of the compared OMol25 structures with the same formula, charge and spin   534.2 kJ/mol
HOMO   -2.657 eV
M   76.07 g/mol
E_tot   -284.90756 a.u.


[8]
ORCA calculation (ωB97M-V with the def2-TZVPD basis set) on a 2-piece molecular cluster, C2H6NO2 overall.

Structure (XYZ):
```
11
Properties=species:S:1:pos:R:3:forces:R:3
O 1.34459 0.43951 -2.29873 0.20 0.10 0.12
O -0.26247 0.50281 -0.79292 0.05 0.02 0.07
N -1.00700 -1.15874 1.15086 -0.29 -0.18 0.13
C -0.24167 -0.57712 1.97162 0.63 -0.12 0.00
C 0.41911 1.07596 -1.60668 -0.20 -0.15 -0.19
H 0.28154 2.13499 -1.84782 0.06 0.10 0.07
H -0.26027 -0.83334 3.02334 -0.34 0.22 0.08
H 0.50192 0.11502 1.59414 -0.03 -0.06 -0.07
H -0.88887 -1.00453 0.14114 -0.12 0.40 0.07
H -1.75465 -1.75314 1.49419 0.11 -0.25 -0.17
H 1.86779 1.05858 -2.82912 -0.08 -0.09 -0.12
```
Forces are in eV/Å.

LUMO energy   -0.1861 hartree
Orbital gap   10.28 eV
Net charge   +1
Energy above the lowest of the compared OMol25 structures with the same formula, charge and spin   65.9 kJ/mol
HOMO   -15.350 eV
M   76.07 g/mol
E_tot   -284.77867 a.u.


- Which value of LUMO energy does entry 2 give?
  -0.0055 hartree


- Which of these has the lowest orbital gap?
  C2H6NO


- What is the formula in the seventh record?
  C2H6NO2